No. 1
Entry from OMol25: C20H25Br33N2O3P as an isolated structure at a distorted geometry (wB97M-V/def2-TZVPD).

Strongest force on any atom   2.6 eV/Å
HOMO energy   -11.55 eV
Net charge   +1

Structure (XYZ):
```
84
Properties=species:S:1:pos:R:3:lowdin_charge:R:1
C 1.31 0.56 4.31 -0.07
C 1.02 0.23 2.83 -0.24
C -0.17 -0.76 2.67 -0.13
C -0.84 -0.52 1.34 -0.22
C -0.05 -0.41 0.20 0.02
C -0.62 -0.16 -1.04 -0.20
C 0.34 -0.07 -2.23 -0.50
O 0.66 -1.07 -2.79 0.11
O 0.84 1.12 -2.55 0.14
C -2.00 -0.04 -1.15 -0.26
C -2.76 -0.15 -0.01 -0.24
N -2.17 -0.38 1.18 -0.10
P -3.23 -0.51 2.66 0.91
N -4.78 -0.59 1.98 -0.16
O -3.09 0.99 3.32 -0.28
H 0.96 -0.27 4.93 0.08
H 2.39 0.68 4.43 0.04
H 0.80 1.48 4.58 0.08
H 1.92 -0.18 2.36 0.08
H 0.72 1.14 2.31 0.09
H -0.84 -0.62 3.52 0.07
H 0.17 -1.80 2.67 0.14
H 1.03 -0.49 0.30 0.14
H 0.69 1.75 -1.82 0.06
H -2.46 0.16 -2.12 -0.02
H -3.84 -0.07 -0.11 0.06
H -5.41 -0.67 2.78 0.05
H -4.99 0.33 1.59 0.00
H -2.53 1.56 2.76 0.01
C -3.78 4.22 0.38 -1.59
Br -3.47 5.80 -0.66 0.63
Br -2.82 2.69 -0.34 0.73
Br -3.36 4.48 2.24 0.62
H -4.83 3.99 0.31 -0.02
C -2.22 -4.66 -1.46 -1.57
Br -1.42 -2.90 -1.28 0.81
Br -3.00 -4.92 -3.19 0.58
Br -0.95 -6.05 -1.03 0.61
H -3.01 -4.72 -0.73 -0.03
C -4.14 -1.01 -5.50 -1.59
Br -3.84 0.66 -6.39 0.61
Br -3.18 -2.45 -6.34 0.59
Br -3.72 -0.90 -3.62 0.66
H -5.19 -1.23 -5.58 -0.02
C 4.18 0.12 -3.91 -1.63
Br 4.48 1.71 -4.94 0.58
Br 4.96 -1.44 -4.73 0.59
Br 4.80 0.37 -2.10 0.54
H 3.11 -0.04 -3.87 -0.05
C 6.22 0.87 5.69 -1.64
Br 5.44 1.42 4.02 0.55
Br 5.46 1.81 7.18 0.56
Br 6.13 -1.04 5.93 0.58
H 7.27 1.13 5.65 -0.06
C 2.81 3.42 1.30 -1.61
Br 3.76 1.82 0.83 0.54
Br 3.95 4.93 1.58 0.64
Br 1.46 3.79 -0.03 0.59
H 2.30 3.23 2.24 -0.04
C 4.64 6.05 -4.31 -1.65
Br 4.18 5.09 -2.70 0.52
Br 3.59 7.65 -4.49 0.58
Br 6.52 6.42 -4.40 0.59
H 4.40 5.41 -5.14 -0.04
C 0.70 -3.12 -7.22 -1.65
Br 2.53 -2.77 -7.68 0.58
Br -0.05 -4.55 -8.27 0.57
Br 0.48 -3.44 -5.33 0.56
H 0.13 -2.23 -7.45 -0.04
C -3.77 -8.90 -2.16 -1.66
Br -4.64 -8.62 -3.85 0.56
Br -4.77 -8.13 -0.71 0.55
Br -3.39 -10.76 -1.86 0.59
H -2.82 -8.38 -2.20 -0.07
C 8.74 3.61 9.16 -1.64
Br 9.23 2.85 7.46 0.57
Br 7.28 4.86 9.01 0.56
Br 8.37 2.24 10.47 0.58
H 9.60 4.17 9.52 -0.03
C -8.35 -0.71 0.18 -1.63
Br -8.04 -2.55 0.66 0.59
Br -8.96 0.33 1.67 0.59
Br -6.79 0.08 -0.63 0.57
H -9.13 -0.70 -0.57 -0.03
```

=====

No. 2
Entry from OMol25: C5H10O2 as an isolated structure at a distorted geometry (wB97M-V/def2-TZVPD).

ΔE to the lowest compared entry with this formula, charge and spin   482.6 kJ/mol
Strongest force on any atom   3.0 eV/Å
HOMO energy   -9.11 eV

Structure (XYZ):
```
17
Properties=species:S:1:pos:R:3:nbo_charge:R:1
C 2.20 0.36 0.96 -0.25
O 1.41 -0.27 -0.59 -0.61
C 0.18 -1.01 -0.67 -0.05
C -0.87 0.03 -0.89 -0.36
C -2.17 -0.34 -0.22 -0.60
C -0.23 1.18 -0.18 0.47
O -0.64 1.45 0.90 -0.57
H 1.95 0.54 2.05 0.22
H 2.76 1.22 0.57 0.20
H 2.71 -0.55 0.84 0.21
H -0.04 -1.56 0.26 0.18
H 0.20 -1.73 -1.50 0.19
H -0.95 0.37 -1.93 0.21
H -2.81 0.54 -0.28 0.22
H -2.60 -1.18 -0.75 0.20
H -2.06 -0.65 0.83 0.22
H 0.54 1.84 -0.64 0.13
```